(1)
Formula: H42O21
Source: the Open Molecules 2025 dataset
Level of theory: the ωB97M-V functional and the def2-TZVPD basis

As for the charge: -1. The calculation puts the total energy at -43678.1724 eV. The spin multiplicity is 2. The strongest force on any atom comes out at 2.261 eV/A. As for the expectation value of S²: 0.75.

Last column: natural (NBO) charge in e.
Atoms and positions in Å:
1 O 1.92697 -3.09878 -0.19046  -1.032
2 H 1.11177 -3.47469 -0.53838  0.477
3 H 2.59666 -3.72198 0.10404  0.488
4 O 0.43144 -1.16181 0.89625  -0.985
5 H -0.35416 -1.39766 0.38806  0.449
6 H 0.79921 -2.01664 1.15576  0.471
7 O -0.60550 1.72036 -4.20483  -0.998
8 H -0.39137 1.88945 -3.28325  0.505
9 H 0.07913 1.90253 -4.84650  0.472
10 O 1.24334 2.28819 -0.59985  -1.039
11 H 1.76126 1.92044 0.13333  0.505
12 H 0.28243 2.30246 -0.45044  0.499
13 O 3.10716 3.20461 -2.71133  -0.990
14 H 2.48284 3.92013 -2.83259  0.484
15 H 3.20393 2.91765 -1.80236  0.473
16 O -3.14263 0.18492 1.01071  -1.051
17 H -3.11980 -0.32251 0.18560  0.496
18 H -2.34032 0.55368 1.37910  0.486
19 O 1.42919 5.14016 -0.40137  -0.961
20 H 0.48693 5.34999 -0.49509  0.447
21 H 1.30742 4.18611 -0.60431  0.484
22 O -1.98074 -1.04494 -3.32697  -1.015
23 H -2.74295 -0.53707 -3.04373  0.465
24 H -1.19627 -0.48766 -3.54137  0.508
25 O 3.09427 -0.32044 -2.01178  -1.034
26 H 3.41812 -0.58908 -2.88424  0.461
27 H 3.09245 0.64947 -2.07235  0.465
28 O -2.80161 -2.20575 2.76177  -0.969
29 H -3.60760 -1.70840 2.90487  0.460
30 H -2.13423 -1.66576 2.32835  0.489
31 O -3.74090 -2.26717 -0.07522  -1.000
32 H -4.24109 -2.91429 -0.59084  0.453
33 H -4.33647 -2.19021 0.68347  0.470
34 O 4.58379 -2.61118 0.78732  -0.969
35 H 3.80750 -2.55055 1.37024  0.442
36 H 4.66966 -1.62133 0.77006  0.458
37 O -2.16276 2.22799 3.75728  -0.927
38 H -2.38866 2.28984 2.81558  0.443
39 H -3.06640 1.98156 4.01427  0.466
40 O -1.27879 1.70597 -1.13529  -1.081
41 H -0.46593 1.04196 -1.16846  0.504
42 H -2.09354 1.19843 -1.15075  0.471
43 O -0.22614 0.40045 2.46518  -0.998
44 H -0.80917 1.10432 2.78590  0.484
45 H 0.68068 0.63997 2.25993  0.498
46 O -1.30966 -4.82060 0.25937  -0.963
47 H -1.08285 -3.91428 0.01330  0.471
48 H -2.14629 -4.93242 -0.20464  0.456
49 O 2.98656 0.69208 0.98032  -1.008
50 H 3.57947 0.80000 0.21266  0.445
51 H 2.71458 -0.22113 0.75441  0.480
52 O -1.04882 3.86354 1.71369  -0.947
53 H -0.91788 3.87591 0.76335  0.474
54 H -1.96078 3.71812 1.95430  0.454
55 O 0.23576 -0.21499 -1.75779  -1.013
56 H -0.32682 -0.96601 -1.59348  0.503
57 H 1.16379 -0.21477 -1.48494  0.522
58 O 0.77180 -0.48057 5.13647  -0.963
59 H 1.29876 -1.17712 4.72410  0.451
60 H 0.23098 -0.24223 4.37150  0.490
61 O -0.41557 -2.81359 -2.01424  -1.039
62 H 0.51166 -2.54321 -1.97196  0.477
63 H -0.65384 -3.22148 -2.85172  0.489

(2)
Formula: C41H59AsBr3N10O3V
Source: the Open Molecules 2025 dataset
Level of theory: the ωB97M-V functional and the def2-TZVPD basis

As for the charge: +1. The calculation puts the total energy at -361167.9964 eV. The spin multiplicity is 2. The strongest force on any atom comes out at 2.199 eV/A. As for the expectation value of S²: 0.76.

Last column: Mulliken charge in e.
Atoms and positions in Å:
1 V -0.03807 0.20319 -0.66678  1.253
2 O -0.00841 -0.41753 6.45052  -0.570
3 C -0.10466 -0.40080 5.11233  0.502
4 C 0.19199 -1.49880 4.30824  -0.770
5 C 0.05430 -1.37059 2.94226  -0.388
6 N -0.33802 -0.24635 2.33709  0.758
7 C -0.60870 0.78208 3.12458  -0.180
8 Br -1.13197 2.38033 2.25897  -0.021
9 C -0.51927 0.77805 4.50230  -0.947
10 H 0.26428 -1.28325 6.76892  0.321
11 H 0.50842 -2.44029 4.74210  0.348
12 H 0.28693 -2.19858 2.28190  0.259
13 H -0.75361 1.64736 5.09880  0.513
14 C 1.98005 2.13158 -3.11117  -1.084
15 C 0.64637 2.73416 -2.76881  0.746
16 C 0.28057 3.95031 -3.38540  -1.425
17 C -0.93331 4.52449 -3.14792  -1.369
18 C -1.84051 3.87589 -2.28437  1.239
19 C -3.13520 4.33393 -1.95996  -0.110
20 Br -3.77608 5.96624 -2.68015  -0.211
21 C -3.94736 3.60936 -1.13230  -0.301
22 C -3.51496 2.38959 -0.60014  0.060
23 Br -4.68082 1.43271 0.53064  -0.113
24 C -2.26074 1.87356 -0.87474  -0.621
25 O -1.80054 0.72761 -0.43784  0.073
26 C -1.41188 2.65573 -1.71474  -0.299
27 N -0.17809 2.11328 -1.93978  1.246
28 H 2.75705 2.89361 -3.05898  0.583
29 H 1.96245 1.75010 -4.13724  0.546
30 H 2.21618 1.32106 -2.43085  -0.753
31 H 0.98468 4.41675 -4.06336  0.617
32 H -1.21142 5.45209 -3.62863  0.385
33 H -4.93492 3.97856 -0.89233  0.466
34 C 1.56572 3.68251 0.31195  -0.588
35 N 2.79295 3.09536 -0.19275  0.543
36 C 3.98266 3.93176 -0.12233  -0.630
37 C 5.12818 2.92845 -0.20616  -0.678
38 N 4.48039 1.65309 0.07746  0.057
39 C 5.15849 0.45076 -0.36118  -0.612
40 C 3.11224 1.78164 0.06917  -0.014
41 N 2.22878 0.87174 0.32429  0.565
42 C 2.59724 -0.21673 1.21987  -2.773
43 C 2.67980 -1.64787 0.69721  -1.104
44 N 1.55404 -2.15838 -0.07677  1.114
45 C 1.75270 -3.34977 -0.53291  -1.359
46 N 0.91770 -4.02720 -1.39153  0.666
47 C -0.20017 -3.48538 -2.11400  -0.660
48 C 1.59907 -5.13859 -2.02277  -0.588
49 C 2.74232 -5.41120 -1.06323  -0.768
50 N 2.86856 -4.16464 -0.29788  0.196
51 C 3.39281 -4.36494 1.05310  -1.160
52 H 1.25704 4.50058 -0.34164  0.287
53 H 1.70628 4.07316 1.32657  0.495
54 H 0.79560 2.92252 0.32853  -0.566
55 H 3.99772 4.47650 0.82790  0.290
56 H 3.99385 4.66507 -0.92979  0.364
57 H 5.91639 3.13665 0.51708  0.371
58 H 5.58084 2.90915 -1.20259  0.356
59 H 5.81230 0.68747 -1.20402  0.408
60 H 4.43087 -0.28507 -0.69230  -0.195
61 H 5.76648 0.01415 0.43286  0.192
62 H 1.85892 -0.19780 2.01724  0.371
63 H 3.56698 -0.02718 1.69586  0.531
64 H 2.83214 -2.22769 1.61130  0.552
65 H 3.58801 -1.76710 0.09322  1.042
66 H -0.99400 -4.23237 -2.13573  0.583
67 H 0.07942 -3.26235 -3.15091  0.306
68 H -0.55835 -2.58745 -1.62491  -0.700
69 H 1.95766 -4.85220 -3.02093  0.266
70 H 0.92620 -5.98955 -2.13742  0.394
71 H 3.67523 -5.63754 -1.57768  0.341
72 H 2.50129 -6.24589 -0.39926  0.425
73 H 3.91321 -5.31915 1.07111  0.488
74 H 2.59438 -4.39992 1.80193  0.330
75 H 4.10998 -3.59890 1.33592  0.298
76 C -3.60613 -2.90661 -0.84918  -1.406
77 As -2.29930 -2.27762 0.49204  0.820
78 C -3.68971 -1.93518 1.83453  -1.495
79 C -1.65444 -4.13127 0.95714  -1.203
80 C -1.93840 -4.86877 2.24484  0.917
81 C -1.79691 -6.25910 2.24083  -0.595
82 C -1.99379 -7.01096 3.38722  -0.669
83 C -2.35083 -6.38770 4.57591  -0.494
84 C -2.49461 -5.01019 4.59752  -1.263
85 C -2.28467 -4.26013 3.44606  0.404
86 H -4.29837 -3.59973 -0.36960  0.442
87 H -3.12068 -3.40824 -1.68394  0.325
88 H -4.17274 -2.05680 -1.23180  0.366
89 H -4.14916 -2.87187 2.14479  0.560
90 H -4.43981 -1.30952 1.35765  0.413
91 H -3.30474 -1.39792 2.70061  0.211
92 H -0.57137 -4.07693 0.83180  -0.281
93 H -2.01504 -4.75289 0.13509  0.744
94 H -1.52465 -6.75989 1.31738  0.396
95 H -1.87209 -8.08626 3.35274  0.400
96 H -2.52493 -6.97192 5.47001  0.398
97 H -2.78432 -4.51206 5.51536  0.427
98 H -2.39556 -3.18739 3.49310  0.554
99 C -0.47680 -1.55544 -5.56808  -1.186
100 N -0.34508 -0.76817 -4.35073  0.386
101 C -1.60586 -0.23870 -3.84039  -0.925
102 C 0.77611 -0.72722 -3.59095  -0.780
103 O 0.74968 -0.43884 -2.38402  1.304
104 N 1.97402 -1.04856 -4.16732  0.346
105 C 2.36434 -0.62944 -5.50592  -1.283
106 C 3.09602 -1.35248 -3.29056  -1.178
107 H -1.40101 -2.13206 -5.50870  0.382
108 H 0.34626 -2.25547 -5.67373  0.406
109 H -0.53461 -0.92489 -6.45770  0.329
110 H -1.96028 0.57512 -4.47681  0.383
111 H -1.48060 0.13284 -2.83119  0.106
112 H -2.36098 -1.02698 -3.82949  0.380
113 H 1.57128 -0.06886 -5.99049  0.480
114 H 2.63394 -1.48458 -6.12917  0.285
115 H 3.23837 0.02294 -5.43660  0.397
116 H 3.62847 -2.22372 -3.68063  0.487
117 H 2.73402 -1.56623 -2.28816  0.088
118 H 3.79871 -0.51353 -3.24790  0.430

(3)
Formula: C3H9NO2
Source: the Open Molecules 2025 dataset
Level of theory: the ωB97M-V functional and the def2-TZVPD basis

As for the structure (SMILES): CC(C)ONO. The calculation puts the total energy at -8838.2305 eV. The strongest force on any atom comes out at 3.545 eV/A.

Last column: natural (NBO) charge in e.
Atoms and positions in Å:
1 C 0.90030 -0.65696 -0.89212  -0.723
2 C -0.28176 -0.25805 0.29975  0.120
3 C -1.49019 -1.15665 0.22429  -0.634
4 O -0.68196 1.05721 0.07624  -0.415
5 N 0.39193 1.95450 -0.11908  -0.053
6 O 1.11826 2.06035 1.10061  -0.608
7 H 1.93338 -0.30832 -0.85110  0.224
8 H 0.41611 -0.57924 -1.86401  0.218
9 H 1.03972 -1.72028 -0.70839  0.224
10 H 0.26358 -0.31963 1.24785  0.178
11 H -1.97677 -1.04130 -0.74200  0.217
12 H -2.20327 -0.89390 1.00440  0.226
13 H -1.18610 -2.19228 0.35920  0.217
14 H 1.05728 1.26300 -0.71152  0.337
15 H 0.69949 2.79154 1.57589  0.472

Energy above the lowest of the compared OMol25 structures with the same formula, charge and spin in kcal/mol, matching the order above: 34.4 5.5 109.0